Record 1
The following is a DFT calculation (ωB97M-V with the def2-TZVPD basis set) of a structure of composition C3H8CaIO in a non-equilibrium geometry.

Summary:
- M: 227.1 g mol⁻¹
- Highest occupied orbital energy: -11.16 eV
- Total charge: +1
- Orbital gap: 3.78 eV

XYZ file:
```
14
Properties=species:S:1:pos:R:3:nbo_charge:R:1
Ca -7.576 -11.567 -27.878 1.5303
I -7.483 -15.912 -27.447 -0.5295
C -1.719 -19.680 -29.397 -0.6342
C -1.889 -20.047 -27.906 0.0989
C -0.709 -20.751 -27.304 -0.6194
O -2.008 -18.874 -27.263 -0.7146
H -0.803 -19.212 -29.757 0.2139
H -2.566 -19.097 -29.760 0.1979
H -1.855 -20.561 -30.024 0.2006
H -2.829 -20.592 -27.822 0.1517
H -0.528 -21.669 -27.862 0.2084
H -0.962 -21.030 -26.281 0.2136
H 0.208 -20.162 -27.292 0.2180
H -2.941 -18.645 -27.251 0.4644
```

***

Record 2
The following is a DFT calculation (ωB97M-V with the def2-TZVPD basis set) of a cluster of 3 separate species, C17H21F2N2O4S2 in total in a non-equilibrium geometry.

Summary:
- Energy above the lowest of the compared OMol25 structures with the same formula, charge and spin: 147.4 kcal per mole
- M: 419.5 g mol⁻¹
- Highest occupied orbital energy: -5.96 eV
- Total charge: -1
- Orbital gap: 8.15 eV

XYZ file:
```
48
Properties=species:S:1:pos:R:3:nbo_charge:R:1
C -3.657 -0.742 0.967 -0.3166
C -2.835 -2.005 0.966 -0.4990
S -1.312 -2.251 2.028 1.9996
O -1.358 -1.434 3.378 -0.9444
O -1.342 -3.761 2.486 -0.9507
N 0.212 -2.030 1.207 -0.9842
S 0.052 -1.109 -0.267 2.0253
O -0.767 0.205 -0.131 -0.9422
O 1.514 -0.653 -0.652 -0.9689
C -0.509 -2.183 -1.744 -0.6334
C -0.917 -1.299 -3.067 -0.4448
C -2.569 -1.063 -2.959 -0.2316
N -2.956 -0.123 -4.083 -0.8494
H -4.110 -0.332 -0.056 0.2167
H -3.872 -0.112 1.934 0.2311
H -3.182 -2.921 0.290 0.2519
H -1.301 -2.988 -1.438 0.2370
H 0.472 -2.791 -2.049 0.2560
H -0.417 -0.231 -3.014 0.2466
H -0.623 -1.871 -4.065 0.2070
H -2.735 -0.613 -1.874 0.2218
H -3.088 -2.132 -3.039 0.1839
H -2.706 -0.650 -4.973 0.3434
H -2.298 0.713 -4.068 0.3638
F 0.059 3.650 7.642 -0.3353
C 0.132 2.540 6.895 0.3824
C -0.984 2.124 6.177 -0.2982
C -0.908 0.972 5.395 -0.1802
C 0.282 0.241 5.349 -0.2145
C 1.395 0.663 6.078 -0.1978
C 1.321 1.822 6.850 -0.3034
H -1.902 2.700 6.231 0.2154
H -1.772 0.643 4.823 0.2404
H 0.340 -0.661 4.742 0.2605
H 2.319 0.090 6.043 0.2117
H 2.179 2.169 7.416 0.2137
F 0.472 1.276 -4.434 -0.3333
C 1.802 1.281 -4.277 0.3770
C 2.359 0.705 -3.141 -0.2421
C 3.745 0.705 -2.980 -0.1910
C 4.558 1.291 -3.953 -0.2419
C 3.989 1.870 -5.088 -0.2129
C 2.604 1.860 -5.254 -0.2970
H 1.712 0.262 -2.391 0.2727
H 4.191 0.251 -2.098 0.2268
H 5.638 1.294 -3.825 0.2059
H 4.624 2.329 -5.842 0.2068
H 2.146 2.298 -6.134 0.2156
```

***

Record 3
The following is a DFT calculation (ωB97M-V with the def2-TZVPD basis set) of a structure of composition C10H24ClINO10P3 in a non-equilibrium geometry.

Summary:
- M: 573.6 g mol⁻¹
- Highest occupied orbital energy: -10.28 eV
- Orbital gap: 9.63 eV

XYZ file:
```
50
Properties=species:S:1:pos:R:3:nbo_charge:R:1
O 2.203 -1.059 3.269 -1.0976
P 3.490 -1.248 2.595 1.5216
C 4.716 -2.099 3.682 -0.6403
C 4.823 -3.585 3.369 -0.5319
C 5.409 -3.463 1.962 0.7050
O 5.101 -3.946 0.969 -0.5076
N 6.472 -2.507 2.144 -0.7101
C 6.185 -1.752 3.360 0.0390
Cl 7.264 -2.287 4.693 -0.0180
I 6.649 0.361 3.187 0.1835
H 3.326 -1.992 1.405 -0.0700
H 3.982 0.003 2.183 -0.0643
H 4.464 -1.855 4.705 0.2844
H 3.941 -4.191 3.504 0.2542
H 5.621 -4.083 3.904 0.2565
H 6.362 -1.856 1.364 0.3972
C -0.895 -1.332 2.683 -0.2516
O -2.302 -1.539 2.479 -0.8268
P -2.909 -1.385 1.020 2.5767
O -4.351 -1.573 0.977 -1.0921
O -2.056 -2.365 0.115 -0.8169
C -2.198 -3.770 0.353 -0.2539
O -2.378 0.014 0.498 -0.8243
C -3.171 1.166 0.814 -0.2530
H -0.540 -2.078 3.389 0.1989
H -0.329 -1.427 1.758 0.1897
H -0.732 -0.341 3.103 0.1933
H -3.007 -3.983 1.051 0.2001
H -1.262 -4.153 0.758 0.1823
H -2.407 -4.259 -0.595 0.1959
H -2.528 2.042 0.755 0.1914
H -3.588 1.096 1.818 0.1947
H -3.977 1.262 0.090 0.1957
C -0.951 4.378 -3.044 -0.2541
O -2.373 4.241 -3.013 -0.8226
P -3.088 3.282 -4.067 2.5756
O -4.537 3.287 -3.946 -1.0908
O -2.377 1.883 -3.884 -0.8168
C -2.596 1.192 -2.646 -0.2560
O -2.507 3.719 -5.473 -0.8171
C -3.193 4.778 -6.155 -0.2509
H -0.592 4.407 -2.018 0.1896
H -0.472 3.548 -3.564 0.1929
H -0.690 5.312 -3.541 0.1861
H -3.361 1.678 -2.043 0.1935
H -1.660 1.166 -2.088 0.1870
H -2.909 0.175 -2.866 0.2035
H -2.495 5.222 -6.860 0.1915
H -3.533 5.543 -5.457 0.1892
H -4.046 4.372 -6.696 0.1976
```

***

Record 4
The following is a DFT calculation (ωB97M-V with the def2-TZVPD basis set) of an isolated molecule of Cl2H4OSi2 in a non-equilibrium geometry.

Summary:
- Energy above the lowest of the compared OMol25 structures with the same formula, charge and spin: 10.7 kcal per mole
- SMILES string: Cl[SiH2]O[SiH2]Cl
- M: 147.1 g mol⁻¹
- Highest occupied orbital energy: -10.76 eV
- Orbital gap: 11.41 eV

XYZ file:
```
9
Properties=species:S:1:pos:R:3:nbo_charge:R:1
Cl 2.023 2.818 0.553 -0.4200
Si 0.966 1.508 -0.648 1.4664
O 1.125 -0.020 -0.068 -1.2839
Si 0.918 -1.485 0.587 1.3812
Cl 1.977 -2.826 -0.463 -0.4179
H -0.345 1.805 -0.343 -0.2194
H 1.616 1.811 -1.889 -0.1834
H 1.963 -1.530 1.763 -0.1604
H -0.450 -2.103 0.475 -0.1626
```